No. 1
The following is a quantum chemistry calculation of a molecular structure, C54H42N5O7RuS, from OMol25.

```
110
Properties=species:S:1:pos:R:3:forces:R:3
Ru 0.849653 0.065019 0.732251 -0.3 0.1 -0.2
C -4.022870 -7.791437 -2.468774 0.0 0.0 0.0
O -2.691974 -7.786843 -1.975194 0.0 0.0 0.0
C -2.183525 -6.605625 -1.553839 0.0 0.0 0.0
C -0.856914 -6.629477 -1.125673 0.1 0.0 0.0
C -0.249724 -5.469863 -0.687404 0.0 0.0 0.0
C -0.948429 -4.260766 -0.656408 0.0 0.0 0.1
C -2.273334 -4.253786 -1.071318 0.0 0.0 0.0
C -2.894669 -5.410580 -1.525297 0.0 0.0 0.0
C -0.305099 -3.007250 -0.181342 -0.1 0.0 0.0
C 0.742405 -2.469062 -0.924756 0.1 0.1 0.0
C 1.350276 -3.080127 -2.067665 0.0 0.0 -0.1
C 2.445603 -2.338961 -2.390559 0.0 0.0 0.0
C 2.492499 -1.229721 -1.493385 0.0 0.0 0.0
N 1.427020 -1.315351 -0.621075 0.1 0.0 -0.1
C 3.482296 -0.237478 -1.475392 -0.1 -0.2 -0.1
C 3.402359 0.924320 -0.713720 -0.1 0.1 0.0
C 4.330880 1.983963 -0.679418 0.1 0.1 0.0
C 3.761866 3.005030 0.064074 0.1 0.0 0.0
C 2.490477 2.561927 0.453458 0.0 0.0 0.0
C 1.404341 3.299297 1.118040 0.0 0.1 -0.1
C 0.809941 4.433518 0.481628 -0.1 -0.1 0.0
C -0.492215 4.874202 0.824533 0.0 0.0 0.0
C -1.145863 5.861686 0.116689 0.0 0.0 0.0
C -0.516431 6.470971 -0.969723 0.0 -0.1 0.1
O -1.069395 7.426008 -1.731956 -0.1 0.1 0.0
C -2.424486 7.786000 -1.475069 0.1 0.0 0.0
C 0.778936 6.069991 -1.324934 0.0 0.0 0.0
C 1.418179 5.079291 -0.630464 0.0 -0.1 0.0
C 0.778210 2.669687 2.271239 -0.1 -0.1 0.2
N 0.497996 1.349644 2.293323 -0.1 0.1 -0.1
C -0.228151 1.100396 3.455650 0.1 0.1 0.0
C -0.902121 -0.087528 3.723225 0.0 -0.1 -0.1
C -1.658946 -0.179265 5.003925 0.0 0.0 0.0
C -1.176100 -0.947386 6.064140 0.0 0.0 0.0
C -1.880998 -1.037966 7.247442 0.1 0.0 0.0
C -3.094007 -0.365282 7.394238 0.0 0.0 -0.1
O -3.714893 -0.514934 8.587631 -0.1 0.0 0.0
C -4.961670 0.139225 8.765263 0.0 0.0 0.0
C -3.589759 0.398606 6.342886 0.0 0.0 -0.1
C -2.865430 0.486887 5.158055 0.0 0.0 0.1
C -0.981492 -1.184063 2.850077 0.0 0.1 0.0
C -1.751396 -2.346998 3.073982 0.0 -0.1 0.0
C -1.618035 -3.146432 1.965355 -0.1 -0.1 0.1
C -0.753454 -2.476198 1.066887 0.0 0.1 -0.1
N -0.378952 -1.279935 1.601499 0.0 -0.1 0.1
C -0.315499 2.303966 4.194868 0.0 0.0 0.0
C 0.294568 3.286184 3.447909 0.1 0.1 0.0
N 2.280718 1.295275 0.019659 0.2 0.1 0.1
C 4.675815 -0.425654 -2.345809 0.0 -0.1 0.0
C 4.637019 -0.104397 -3.702847 -0.1 0.1 0.0
C 5.734688 -0.322663 -4.510181 0.0 0.0 0.0
C 6.899596 -0.870420 -3.974594 0.0 0.1 0.1
O 7.924402 -1.054355 -4.841085 0.1 -0.1 0.0
C 9.066053 -1.750864 -4.368950 0.0 0.1 0.0
C 6.958478 -1.175972 -2.619277 0.0 0.0 0.0
C 5.843965 -0.955014 -1.818364 0.0 0.0 0.0
H -4.223834 -8.810556 -2.783215 0.0 0.0 0.0
H -4.130675 -7.120780 -3.322874 0.0 0.0 0.0
H -4.735571 -7.507657 -1.690866 0.0 0.0 0.0
H -0.320464 -7.569712 -1.145318 0.0 0.0 0.0
H 0.781741 -5.499476 -0.355602 0.0 0.0 0.0
H -2.829312 -3.323580 -1.064014 0.0 0.0 0.0
H -3.920217 -5.362178 -1.860208 0.0 0.0 0.0
H 0.986863 -3.966122 -2.562105 0.0 0.0 0.0
H 3.151280 -2.513427 -3.187933 0.0 0.0 0.0
H 5.289466 1.988248 -1.174814 0.0 0.0 0.0
H 4.194527 3.965108 0.295312 0.0 0.0 0.0
H -1.020693 4.396432 1.638189 0.0 0.0 0.0
H -2.154235 6.129345 0.395276 0.0 0.0 0.0
H -2.672977 8.552478 -2.200504 0.0 0.0 0.0
H -2.539891 8.190850 -0.467741 0.0 0.0 0.0
H -3.086567 6.929192 -1.608903 0.0 0.0 0.0
H 1.246510 6.548871 -2.175848 0.0 0.0 0.0
H 2.402098 4.768452 -0.951708 0.0 0.0 0.0
H -0.235956 -1.476216 5.955620 0.0 0.0 0.0
H -1.510492 -1.626464 8.077098 0.0 0.0 0.0
H -5.290892 -0.105600 9.769568 0.0 0.0 0.0
H -5.700702 -0.217112 8.044616 0.0 0.0 0.0
H -4.858788 1.222194 8.673755 0.0 0.0 0.0
H -4.531900 0.921441 6.424558 0.0 0.0 0.0
H -3.258415 1.080689 4.340310 0.0 0.0 0.0
H -2.331841 -2.538448 3.962393 0.0 0.0 0.0
H -2.058922 -4.115307 1.796583 0.0 0.0 0.0
H -0.798221 2.404383 5.154265 0.0 0.0 0.0
H 0.423538 4.328000 3.696735 0.0 0.0 0.0
H 3.735139 0.323410 -4.127413 0.0 0.0 0.0
H 5.713863 -0.074153 -5.563373 0.0 0.0 0.0
H 9.695320 -1.926416 -5.235927 0.0 0.0 0.0
H 8.788729 -2.708849 -3.924221 0.0 0.0 0.0
H 9.619724 -1.157243 -3.637229 0.0 0.0 0.0
H 7.858977 -1.575625 -2.177482 0.0 0.0 0.0
H 5.891917 -1.197240 -0.762952 0.0 0.0 0.0
N -1.029494 1.282402 -0.158194 0.4 -0.2 0.1
C -1.685952 1.141502 -1.426601 0.1 -0.1 0.0
C -2.652278 0.163256 -1.592404 0.0 -0.1 0.1
C -3.293243 0.034389 -2.817876 0.1 0.1 0.0
C -2.956456 0.877583 -3.866518 0.0 0.1 -0.1
C -1.962395 1.838294 -3.700658 -0.1 -0.1 0.1
C -1.325425 1.972973 -2.477854 0.1 0.1 0.0
S -3.864010 0.822118 -5.423532 -0.1 0.1 -0.1
O -2.831240 0.936640 -6.439070 0.0 0.0 0.1
O -4.554381 -0.455960 -5.388697 0.0 0.0 0.1
O -4.731841 1.986253 -5.316496 0.1 -0.1 0.0
H -0.644490 2.213367 -0.036400 -0.2 0.1 0.0
H -1.646743 1.075633 0.618289 -0.1 0.1 0.0
H -2.901997 -0.488609 -0.757068 0.0 0.0 -0.1
H -4.061139 -0.711424 -2.982873 0.0 0.0 0.0
H -1.707731 2.469893 -4.542822 0.0 0.0 0.0
H -0.552724 2.725311 -2.328711 -0.1 0.0 0.0
```
Positions in Å, forces in eV/Å.

Results
Orbital gap (spin up / spin down), eV: 4.89 / 3.94
2S+1: 6
LUMO energy (spin up / spin down), eV: -1.91 / -3.17
Highest occupied orbital energy (spin up / spin down), eV: -6.8 / -7.1
Energy relative to the best compared isomer or geometry (same formula, charge and spin), kJ/mol: 0.0
Charge: 0

=====

No. 2
The following is a quantum chemistry calculation of a gas-phase ion, C7H8N (charge +1) in a non-equilibrium geometry, from OMol25.

```
16
Properties=species:S:1:pos:R:3:forces:R:3
C 4.544997 -0.047950 -0.021513 -0.4 0.0 0.0
C 3.287049 -0.061849 -0.479042 0.4 0.0 -0.3
C 2.171530 -0.123873 0.415420 0.6 0.0 0.5
N 0.974938 -0.215368 0.026101 -2.9 -0.4 -0.1
C -0.271707 -0.365706 0.029477 -0.5 0.0 -0.1
C -1.551730 -0.508788 -0.050847 0.0 0.0 0.1
C -2.914422 -0.670916 -0.083583 3.0 0.2 0.2
C -3.886394 0.424494 -0.086064 -0.2 0.4 0.0
H 5.385514 -0.031987 -0.693822 0.1 0.0 -0.1
H 4.769888 -0.053913 1.033917 0.0 0.0 0.2
H 3.066409 -0.060896 -1.535729 0.0 0.0 -0.1
H 2.369675 -0.101335 1.487809 -0.1 0.0 0.0
H -3.289805 -1.686477 -0.084005 0.1 -0.2 0.0
H -4.375320 0.461672 0.891307 0.0 -0.1 0.1
H -4.678345 0.209679 -0.805065 0.0 0.1 0.0
H -3.433927 1.392432 -0.273115 0.0 0.0 -0.1
```
Positions in Å, forces in eV/Å.

Results
Orbital gap, eV: 8.42
LUMO energy, eV: -5.22
SMILES: C=CC=[N+]=C=C=CC
Highest occupied orbital energy, eV: -13.6
Energy relative to the best compared isomer or geometry (same formula, charge and spin), kJ/mol: 17.1
Charge: +1

=====

Question: Which value of energy relative to the best compared isomer or geometry (same formula, charge and spin) does entry 2 give?
Answer: 17.1 kJ/mol